{"formula": "C62H54Cl2N10O20", "method": "ωB97M-V/def2-TZVPD", "max_force_ev_per_a": 4.06, "e_homo_ha": -0.3453, "total_charge": 0, "multiplicity": 1, "orbital_gap_ev": 8.0916, "e_above_lowest_kj_mol": 0.0, "lumo_energy_ev": -1.3045, "smiles": "O=[N+]([O-])c1ccccc1.O=[N+]([O-])c1ccccc1.O=[N+]([O-])c1ccccc1.O=[N+]([O-])c1ccccc1.O=[N+]([O-])c1ccccc1.O=[N+]([O-])c1ccccc1.O=[N+]([O-])c1ccccc1.O=[N+]([O-])c1ccccc1.O=[N+]([O-])c1ccccc1.O=[N+]([O-])c1ccccc1.ClCCCl", "symbols": ["O", "N", "O", "C", "C", "C", "C", "C", "C", "H", "H", "H", "H", "H", "O", "N", "O", "C", "C", "C", "C", "C", "C", "H", "H", "H", "H", "H", "O", "N", "O", "C", "C", "C", "C", "C", "C", "H", "H", "H", "H", "H", "O", "N", "O", "C", "C", "C", "C", "C", "C", "H", "H", "H", "H", "H", "O", "N", "O", "C", "C", "C", "C", "C", "C", "H", "H", "H", "H", "H", "O", "N", "O", "C", "C", "C", "C", "C", "C", "H", "H", "H", "H", "H", "O", "N", "O", "C", "C", "C", "C", "C", "C", "H", "H", "H", "H", "H", "O", "N", "O", "C", "C", "C", "C", "C", "C", "H", "H", "H", "H", "H", "O", "N", "O", "C", "C", "C", "C", "C", "C", "H", "H", "H", "H", "H", "O", "N", "O", "C", "C", "C", "C", "C", "C", "H", "H", "H", "H", "H", "Cl", "C", "C", "Cl", "H", "H", "H", "H"], "positions_angstrom": [[5.62, -1.70, -2.23], [4.43, -1.68, -2.03], [4.02, -1.16, -1.02], [3.41, -2.17, -2.93], [2.04, -2.02, -2.71], [1.13, -2.59, -3.55], [1.51, -3.26, -4.71], [2.83, -3.28, -5.08], [3.79, -2.83, -4.16], [1.64, -1.51, -1.85], [0.09, -2.49, -3.31], [0.72, -3.68, -5.31], [3.14, -3.79, -5.98], [4.82, -2.91, -4.47], [8.18, -4.10, 0.15], [7.92, -4.56, 1.25], [8.75, -5.32, 1.81], [6.59, -4.24, 1.88], [5.70, -3.31, 1.29], [4.55, -2.84, 1.95], [4.17, -3.52, 3.14], [5.08, -4.40, 3.72], [6.31, -4.73, 3.15], [6.00, -2.87, 0.35], [3.91, -2.12, 1.46], [3.23, -3.28, 3.62], [4.78, -4.86, 4.65], [7.00, -5.32, 3.74], [-2.65, -8.69, 4.08], [-2.02, -8.04, 3.32], [-0.84, -8.19, 3.11], [-2.71, -6.93, 2.60], [-4.06, -6.66, 2.86], [-4.67, -5.58, 2.17], [-3.95, -4.79, 1.20], [-2.59, -4.95, 1.10], [-2.01, -6.05, 1.75], [-4.63, -7.18, 3.61], [-5.68, -5.29, 2.41], [-4.36, -3.91, 0.73], [-1.90, -4.27, 0.61], [-0.94, -6.21, 1.64], [-3.26, -1.20, 1.19], [-3.52, -1.30, 2.42], [-4.11, -2.23, 2.91], [-2.98, -0.23, 3.32], [-2.00, 0.66, 2.87], [-1.46, 1.63, 3.64], [-2.02, 1.84, 4.89], [-2.96, 0.95, 5.37], [-3.41, -0.10, 4.59], [-1.78, 0.66, 1.81], [-0.73, 2.30, 3.20], [-1.58, 2.57, 5.55], [-3.23, 1.14, 6.40], [-4.27, -0.67, 4.90], [3.93, 4.80, -1.97], [3.03, 4.11, -2.36], [1.91, 4.48, -2.21], [3.27, 2.83, -3.06], [4.53, 2.20, -2.98], [4.89, 1.16, -3.86], [3.85, 0.60, -4.61], [2.51, 1.09, -4.59], [2.26, 2.21, -3.83], [5.23, 2.66, -2.31], [5.85, 0.66, -3.86], [4.10, -0.24, -5.25], [1.73, 0.69, -5.23], [1.26, 2.59, -3.93], [-8.06, 1.79, -5.23], [-6.90, 1.81, -4.81], [-6.12, 0.96, -5.15], [-6.54, 2.92, -3.90], [-5.30, 2.91, -3.28], [-4.95, 3.89, -2.35], [-5.83, 4.95, -2.08], [-7.07, 4.97, -2.77], [-7.39, 3.99, -3.68], [-4.59, 2.14, -3.53], [-4.02, 3.83, -1.80], [-5.68, 5.77, -1.39], [-7.79, 5.77, -2.65], [-8.39, 4.04, -4.09], [-2.61, 1.37, -2.14], [-1.50, 1.83, -1.95], [-1.11, 2.90, -2.39], [-0.52, 0.97, -1.23], [0.74, 1.57, -0.84], [1.61, 0.82, -0.03], [1.28, -0.42, 0.44], [0.05, -0.96, 0.08], [-0.85, -0.32, -0.79], [1.01, 2.60, -1.02], [2.57, 1.25, 0.24], [2.07, -0.97, 0.93], [-0.16, -1.97, 0.40], [-1.80, -0.76, -1.05], [3.69, -0.39, 3.44], [3.43, 0.78, 3.46], [2.52, 1.35, 4.11], [4.22, 1.61, 2.53], [3.94, 2.94, 2.45], [4.52, 3.75, 1.45], [5.51, 3.21, 0.62], [5.80, 1.85, 0.65], [5.21, 1.03, 1.63], [3.22, 3.38, 3.12], [4.31, 4.81, 1.36], [6.07, 3.88, -0.01], [6.49, 1.37, -0.03], [5.33, -0.04, 1.74], [0.33, -4.58, 3.37], [0.07, -3.40, 3.67], [-0.62, -2.71, 3.00], [0.76, -2.59, 4.74], [1.72, -3.21, 5.55], [2.37, -2.45, 6.53], [2.17, -1.14, 6.68], [1.15, -0.51, 5.94], [0.47, -1.22, 4.96], [1.91, -4.27, 5.58], [3.10, -2.97, 7.13], [2.72, -0.52, 7.38], [1.05, 0.56, 6.03], [-0.25, -0.73, 4.31], [-5.11, 8.21, -1.72], [-4.73, 8.05, -2.88], [-5.34, 8.37, -3.88], [-3.54, 7.30, -3.11], [-2.72, 6.88, -2.04], [-1.56, 6.10, -2.25], [-1.16, 5.74, -3.51], [-1.92, 6.21, -4.63], [-3.11, 6.91, -4.41], [-3.10, 7.22, -1.09], [-1.00, 5.83, -1.38], [-0.34, 5.06, -3.66], [-1.52, 5.96, -5.61], [-3.71, 7.20, -5.26], [-7.41, -0.26, -2.11], [-6.21, -1.65, -1.98], [-4.80, -1.13, -2.26], [-3.64, -2.54, -2.33], [-6.52, -2.38, -2.73], [-6.27, -2.06, -0.98], [-4.37, -0.56, -1.43], [-4.69, -0.50, -3.14]], "mulliken_charge": [-0.62, 0.97, -0.19, -0.61, 0.46, -0.75, -0.50, -0.65, -0.50, 0.47, 0.63, 0.42, 0.43, 0.48, -0.57, 0.96, -0.59, -0.44, -0.61, 0.62, -0.26, -0.54, -0.48, 0.60, 0.01, 0.38, 0.41, 0.47, -0.61, 1.02, -0.61, -0.05, -0.45, -0.33, -0.67, 0.19, -0.43, 0.44, 0.44, 0.41, 0.29, 0.37, -0.36, 0.96, -0.55, -0.07, 0.14, -0.24, -0.62, -0.60, -0.67, 0.27, 0.46, 0.40, 0.38, 0.52, -0.64, 1.09, -0.59, -0.24, 0.11, -1.12, -0.09, -1.12, 0.33, 0.51, 0.45, 0.53, 0.51, 0.32, -0.62, 1.10, -0.59, -0.30, 0.06, -0.30, -0.72, -0.48, -0.50, 0.54, 0.36, 0.55, 0.42, 0.44, -0.58, 1.34, -0.61, -0.34, -1.07, 0.62, 0.96, -1.21, 0.52, 0.83, -0.03, -0.23, 0.20, -0.40, -0.49, 1.03, -0.58, -0.35, -0.12, -0.74, -0.51, -0.28, -0.23, 0.48, 0.46, 0.41, 0.43, 0.45, -0.57, 0.91, -0.26, -0.41, -0.50, -0.43, -0.63, -0.30, 0.38, 0.50, 0.39, 0.44, 0.35, 0.18, -0.60, 1.08, -0.61, -0.27, -0.43, -0.45, 0.20, -0.80, -0.27, 0.43, 0.45, 0.31, 0.44, 0.48, -0.20, -0.37, -0.20, -0.22, 0.38, 0.22, 0.14, 0.30]}